A molecular structure, C41H62N3O8P4Pb. Source: the OMol25 dataset; level of theory: ωB97M-V/def2-TZVPD.

Cartesian coordinates (Å):
Pb (0.597, 0.122, -0.974)
P (0.748, -4.156, -0.737)
P (0.312, 2.727, 0.103)
P (1.423, 0.706, 3.404)
P (-1.844, -0.101, -2.172)
O (2.964, 0.146, 3.345)
O (-0.804, -3.925, -1.196)
O (1.710, 1.865, 4.547)
O (-2.663, 3.023, -2.822)
O (-1.340, 2.063, -1.297)
O (0.893, -5.646, -1.430)
O (1.400, -3.167, -1.866)
O (0.802, -0.513, 4.292)
N (1.172, -1.041, 0.979)
N (-0.005, -2.738, 2.026)
N (2.302, -2.915, 1.782)
C (-1.888, 5.568, -1.824)
C (3.038, 3.103, 0.211)
C (-1.205, -1.936, 2.021)
C (1.057, 3.593, 6.074)
C (4.263, 3.542, 0.682)
C (1.809, -6.623, -0.978)
C (-1.861, 3.075, -1.912)
C (-1.305, 4.373, -1.432)
C (1.466, -1.138, 5.391)
C (-1.521, 1.509, 1.758)
C (-3.550, 0.468, -1.847)
C (-2.508, 1.435, 2.722)
C (2.701, -3.449, 3.069)
C (3.419, -2.641, 0.904)
C (-0.929, 2.720, 1.437)
C (4.013, 0.938, 2.816)
C (-1.280, 0.598, -3.784)
C (3.189, 4.354, 2.663)
C (1.146, -2.203, 1.604)
C (0.584, 2.526, 5.099)
C (-5.289, 1.026, -0.293)
C (-1.886, -4.740, -0.795)
C (0.431, 5.552, -0.283)
C (-1.335, 3.877, 2.093)
C (1.436, -0.352, 6.694)
C (-2.315, -1.796, -2.767)
C (4.339, 4.179, 1.911)
C (-2.885, 2.583, 3.400)
C (-0.161, 6.746, -0.665)
C (-1.332, 6.764, -1.411)
C (1.874, 3.280, 0.955)
C (1.237, -3.433, -3.255)
C (-4.405, 0.759, -2.902)
C (-0.161, 4.344, -0.639)
C (5.351, 0.297, 3.155)
C (1.967, 3.905, 2.193)
C (-5.685, 1.214, -2.649)
C (-6.125, 1.358, -1.344)
C (-2.297, 3.799, 3.085)
C (-0.152, -4.109, 2.450)
C (-4.002, 0.582, -0.541)
H (0.340, -4.024, -3.437)
H (-2.995, 0.493, 2.937)
H (5.289, 4.534, 2.282)
H (-0.375, 1.189, -3.643)
H (-1.574, -1.787, 1.002)
H (5.441, -0.694, 2.716)
H (0.417, -0.070, 6.952)
H (-4.061, 0.659, -3.920)
H (-1.970, -2.434, 2.613)
H (-2.603, 4.695, 3.605)
H (-2.542, -4.870, -1.660)
H (-1.552, -5.722, -0.458)
H (-2.446, -4.243, 0.002)
H (4.073, -3.512, 0.918)
H (-0.195, -4.193, 3.540)
H (-1.215, 0.645, 1.190)
H (5.457, 0.209, 4.233)
H (3.546, -2.871, 3.455)
H (1.887, -3.371, 3.781)
H (1.839, -0.981, 7.486)
H (4.006, -1.772, 1.221)
H (3.966, 1.941, 3.245)
H (-1.085, -0.213, -4.483)
H (-3.649, 2.540, 4.161)
H (3.010, -4.493, 2.971)
H (3.058, -2.494, -0.112)
H (2.045, 0.543, 6.612)
H (0.665, -4.718, 2.074)
H (-0.920, 4.835, 1.815)
H (2.115, -6.452, 0.056)
H (6.156, 0.919, 2.774)
H (-0.051, 1.791, 5.606)
H (-6.333, 1.470, -3.472)
H (2.965, 2.636, -0.767)
H (-3.008, -1.721, -3.605)
H (-7.112, 1.746, -1.147)
H (1.165, -2.476, -3.772)
H (1.318, -7.595, -1.049)
H (5.156, 3.388, 0.097)
H (-3.339, 0.352, 0.280)
H (2.102, -3.985, -3.626)
H (-0.020, 2.972, 4.302)
H (-2.038, 1.269, -4.179)
H (0.937, -2.087, 5.526)
H (-1.437, -2.367, -3.057)
H (-0.978, -0.973, 2.474)
H (2.697, -6.631, -1.613)
H (-5.633, 1.132, 0.725)
H (-2.818, -2.317, -1.956)
H (-1.087, -4.503, 2.050)
H (3.252, 4.856, 3.618)
H (1.640, 3.146, 6.876)
H (2.504, -1.338, 5.114)
H (0.197, 4.103, 6.501)
H (-1.794, 7.702, -1.685)
H (1.078, 4.069, 2.782)
H (0.293, 7.678, -0.362)
H (3.887, 1.031, 1.729)
H (2.124, -0.696, 0.996)
H (1.344, 5.576, 0.296)
H (-2.781, 5.526, -2.433)
H (1.674, 4.327, 5.562)

Atomic forces in eV per Å
Pb 0.3514 0.1705 -0.6753
P -0.1765 -0.7187 -1.1007
P 0.4013 0.8399 0.9275
P 0.2492 0.3304 0.7464
P -1.1757 -0.9589 -0.8075
O -0.4004 -0.4595 0.1410
O 0.3977 0.4325 0.0002
O 0.4058 -0.4590 -0.2862
O -0.1865 0.1805 -0.2148
O 0.0432 -0.1352 0.0024
O -0.3336 0.6611 0.0234
O 0.0013 -0.1109 0.7554
O -0.1368 0.3289 -0.4178
N -0.3462 -0.0428 -0.0623
N 0.0032 0.0270 0.1323
N 0.0322 0.2779 0.1828
C -0.0315 -0.1298 0.0828
C -0.1752 -0.0309 -0.0990
C 0.0290 0.3397 0.0566
C -0.0976 -0.3283 -0.3048
C 0.1115 0.0628 -0.0333
C 0.2240 -0.2699 0.0227
C 0.0322 0.3179 -0.0889
C 0.1213 0.1026 -0.0601
C 0.1878 -0.3061 0.4796
C -0.0496 0.3313 -0.0449
C 0.3027 -0.1224 0.1652
C 0.0191 -0.0903 0.0500
C 0.0175 -0.0620 0.1615
C -0.0190 -0.0113 -0.1385
C 0.0701 -0.1314 -0.0540
C 0.4768 0.2110 -0.1219
C 0.0464 -0.0380 0.3434
C 0.0388 0.1694 0.0495
C 0.3797 -0.2749 -0.0034
C -0.3792 0.2720 0.2275
C -0.1035 0.0324 0.1440
C -0.2284 -0.1770 0.0396
C 0.0948 -0.0293 -0.0648
C -0.0083 -0.1072 -0.0666
C -0.0569 -0.0184 -0.3621
C 0.2230 0.2470 0.2499
C 0.0209 0.0136 -0.0728
C -0.0259 0.0386 0.0389
C 0.0076 0.1276 0.0400
C 0.0773 0.0030 -0.0149
C -0.2475 -0.2460 -0.2085
C -0.0488 -0.1457 -0.4164
C 0.0623 -0.1057 0.0899
C -0.0396 -0.0786 -0.3470
C -0.4409 0.1025 -0.0721
C -0.0107 0.0565 -0.0061
C -0.0460 -0.0520 -0.0768
C 0.0162 0.0491 0.0311
C -0.0941 0.0530 0.0594
C 0.0079 -0.3230 0.1233
C 0.0951 -0.0279 -0.1646
H -0.0083 0.0672 -0.0587
H -0.0081 -0.0773 0.0603
H 0.0712 0.0203 0.0189
H 0.0486 0.0592 -0.0658
H -0.1136 0.0097 -0.0612
H 0.0122 -0.0777 -0.0311
H -0.0657 -0.0107 0.0793
H -0.0268 0.0482 -0.1194
H -0.0021 -0.0006 -0.0093
H -0.0453 0.0836 0.0306
H 0.0583 -0.0255 0.1374
H -0.0125 -0.0323 -0.0069
H -0.0129 -0.0603 -0.0071
H 0.0648 -0.0099 -0.0323
H 0.0053 -0.0010 -0.0095
H -0.0737 -0.2618 0.0731
H 0.0370 -0.0059 0.0981
H -0.0589 -0.0129 0.0478
H 0.0064 -0.0464 0.0649
H -0.0057 -0.0267 0.0754
H 0.0310 0.0441 0.0442
H -0.0231 -0.0909 -0.0580
H 0.0344 -0.0336 0.0224
H -0.0709 -0.0263 0.0546
H -0.0414 0.0158 0.0499
H 0.0999 0.0079 -0.0328
H 0.0219 0.0588 0.0550
H 0.0223 0.0202 0.0122
H 0.0050 0.0641 0.0331
H 0.0074 0.0313 0.0735
H 0.1202 0.0556 -0.0405
H 0.0168 0.0961 0.0342
H -0.0641 0.0193 -0.0770
H 0.1142 -0.0441 -0.0369
H 0.0014 0.0786 -0.0584
H -0.1268 -0.0150 0.0203
H 0.0063 -0.0249 -0.0135
H 0.0825 0.0880 0.0479
H 0.0967 0.0211 -0.1060
H 0.0254 0.0156 0.0773
H -0.0319 0.0688 0.0037
H -0.0026 -0.0114 0.0231
H 0.0269 -0.0055 0.0401
H 0.1338 0.0493 -0.0074
H 0.0425 -0.0721 -0.0459
H -0.1207 0.0218 0.0134
H -0.0098 0.0089 0.0373
H -0.0336 0.0125 0.1181
H -0.0221 -0.0859 0.0447
H -0.0009 -0.0306 -0.0378
H -0.0421 -0.0025 0.0810
H 0.0325 -0.0035 0.0647
H -0.0992 -0.0787 -0.0025
H -0.0770 0.0655 0.0880
H 0.0218 0.0538 -0.0045
H -0.0502 -0.0125 0.0878
H 0.0577 0.0751 0.0092
H 0.0603 0.0111 0.1145
H 0.1287 0.0204 0.0743
H -0.0205 0.0099 0.0116
H 0.0084 0.0179 -0.0438
H 0.0804 0.0795 -0.0360

Summary:
Multiplicity ... 1
Relative energy (zero: lowest compared OMol25 entry of this formula, charge and spin) ... 48.9 kcal/mol
E_HOMO ... -10.388 eV
Total energy ... -3923.877495 Ha
Net charge ... +1
E_LUMO ... -2.56 eV